# 1
ORCA calculation (ωB97M-V/def2-TZVPD) on a 7-piece molecular cluster, C34H87N5O14 overall.

The geometry in ORCA input format:
```
! RIJCOSX wB97M-V def2-TZVPD def2/J DEFGRID3
* xyz 1 2
C 3.725 -1.230 -0.088
O 4.236 -1.542 1.180
C 3.230 -2.011 2.105
C 3.893 -2.612 3.283
N 5.103 -3.360 2.947
C 5.894 -3.652 4.140
C 6.819 -2.422 4.610
O 7.745 -2.310 3.542
C 8.948 -1.681 3.781
H 4.493 -0.723 -0.670
H 2.756 -0.732 -0.117
H 3.691 -2.161 -0.655
H 2.601 -2.663 1.501
H 2.487 -1.297 2.461
H 3.209 -3.114 3.968
H 4.127 -1.815 3.988
H 5.737 -2.870 2.332
H 6.369 -4.612 3.936
H 5.179 -3.885 4.929
H 7.213 -2.642 5.603
H 6.316 -1.476 4.809
H 9.401 -1.719 4.772
H 8.909 -0.605 3.611
H 9.722 -2.150 3.173
C 1.078 1.803 1.008
O 0.767 0.860 0.031
C -0.594 0.290 -0.012
C -0.573 -0.729 -1.184
N 0.212 -1.918 -0.965
C 0.056 -3.053 -1.931
C 0.543 -2.737 -3.344
O 1.974 -2.568 -3.274
C 2.695 -3.156 -4.310
H 2.146 2.017 0.978
H 0.570 1.699 1.967
H 0.530 2.698 0.715
H -1.259 1.126 -0.228
H -0.836 -0.099 0.977
H -0.234 -0.220 -2.086
H -1.521 -1.226 -1.386
H 1.176 -1.639 -0.854
H -0.966 -3.394 -1.765
H 0.726 -3.816 -1.533
H 0.056 -1.826 -3.691
H 0.265 -3.547 -4.019
H 3.418 -3.903 -3.981
H 3.252 -2.387 -4.844
H 2.124 -3.606 -5.122
C -8.509 2.987 -6.696
O -8.451 2.236 -5.518
C -7.246 1.509 -5.294
C -6.133 2.522 -5.050
N -4.971 1.876 -4.570
C -4.573 2.313 -3.290
C -3.347 1.678 -2.730
O -3.542 0.319 -2.431
C -4.321 -0.055 -1.365
H -7.574 3.507 -6.903
H -9.409 3.594 -6.594
H -8.621 2.225 -7.467
H -7.040 0.946 -6.205
H -7.367 0.833 -4.448
H -6.245 3.353 -4.354
H -5.865 2.988 -5.998
H -5.322 0.939 -4.431
H -5.449 2.020 -2.711
H -4.493 3.400 -3.279
H -3.112 2.091 -1.750
H -2.411 1.743 -3.287
H -4.730 -1.058 -1.492
H -5.128 0.674 -1.292
H -3.756 -0.006 -0.434
C 1.588 5.574 0.732
O 0.989 5.076 1.976
C -0.186 5.862 2.346
C -1.309 4.739 2.519
N -2.547 5.462 2.327
C -3.742 4.596 2.244
C -3.870 3.626 3.434
O -4.439 4.309 4.625
C -4.567 3.521 5.772
H 1.722 6.655 0.788
H 0.786 5.507 -0.003
H 2.523 5.132 0.388
H -0.307 6.682 1.639
H -0.084 6.562 3.175
H -1.301 4.265 3.500
H -1.037 4.008 1.758
H -2.592 6.085 3.121
H -3.732 4.051 1.300
H -4.503 5.375 2.280
H -2.904 3.251 3.772
H -4.481 2.756 3.192
H -5.311 2.732 5.658
H -4.773 4.025 6.716
H -3.576 3.090 5.915
C -1.959 -6.134 -2.308
O -1.629 -5.928 -0.973
C -0.542 -6.661 -0.401
C -0.636 -6.565 1.156
N -0.564 -5.153 1.567
C -1.147 -4.819 2.869
C -1.274 -3.338 2.924
O -1.687 -3.182 4.254
C -2.068 -1.861 4.621
H -1.020 -6.272 -2.845
H -2.323 -5.218 -2.774
H -2.554 -7.047 -2.322
H 0.270 -6.154 -0.922
H -0.621 -7.732 -0.589
H 0.221 -7.036 1.636
H -1.525 -7.108 1.476
H -1.020 -4.766 0.753
H -0.595 -5.138 3.753
H -2.169 -5.195 2.911
H -1.857 -3.023 2.059
H -0.359 -2.782 2.717
H -1.973 -1.880 5.707
H -3.100 -1.550 4.453
H -1.423 -1.178 4.069
C 5.799 1.462 1.495
C 5.744 2.981 1.383
O 6.902 3.587 0.827
O 6.300 0.983 2.712
H 6.381 0.972 0.715
H 4.806 1.096 1.232
H 5.545 3.310 2.402
H 4.937 3.324 0.735
H 7.666 3.222 1.280
H 6.721 0.126 2.608
C 1.394 2.056 -5.541
C 0.569 1.760 -4.260
O 0.008 2.949 -3.831
O 0.651 2.369 -6.663
H 2.076 1.230 -5.742
H 2.027 2.877 -5.205
H 1.310 1.452 -3.522
H -0.137 0.930 -4.279
H -0.410 3.414 -4.559
H 1.122 2.656 -7.448
*
```

Properties
⟨S²⟩   0.754
Total energy   -72762.197 eV
F_max   0.062 hartree/bohr
ΔE to the lowest compared entry with this formula, charge and spin   55.44 kcal/mol


# 2
ORCA calculation (ωB97M-V/def2-TZVPD) on one molecule with the formula C10H13NO2.

The geometry in ORCA input format:
```
! RIJCOSX wB97M-V def2-TZVPD def2/J DEFGRID3
* xyz 0 1
C -1.408 0.796 2.352
N -0.510 1.985 1.839
C 0.981 1.754 1.755
C 1.408 1.804 0.364
C 0.779 0.682 -0.386
C -0.283 0.897 -1.259
C -0.844 -0.105 -2.119
C -0.397 -1.287 -1.891
C 0.589 -1.609 -0.991
C 1.233 -0.716 -0.138
O 0.573 -3.004 -0.859
C -0.298 -3.617 -1.905
O -0.899 -2.422 -2.625
H -1.545 0.039 1.613
H -2.272 1.479 2.631
H -1.117 0.247 3.497
H -0.927 2.613 0.990
H 1.319 2.593 2.286
H 1.318 0.928 2.457
H 2.455 1.625 0.140
H 1.314 2.740 -0.242
H -0.596 1.837 -1.520
H -1.734 0.020 -2.695
H 1.684 -1.006 0.765
H -1.126 -4.106 -1.465
H 0.302 -4.166 -2.593
*
```

Properties
SMILES   CNCCc1ccc2c(c1)OCO2
Total energy   -16161.594 eV
F_max   0.105 hartree/bohr
ΔE to the lowest compared entry with this formula, charge and spin   117.73 kcal/mol


# 3
ORCA calculation (ωB97M-V/def2-TZVPD) on a 2-piece molecular cluster, CH3N3O2 overall.

The geometry in ORCA input format:
```
! RIJCOSX wB97M-V def2-TZVPD def2/J DEFGRID3
* xyz 0 1
N 0.885 1.480 -0.407
C 1.433 0.529 -0.783
O 1.855 -0.361 -1.356
H 0.707 2.190 0.299
N -0.791 -1.134 0.249
N -0.790 0.047 0.780
O -1.781 0.381 1.422
H -1.595 -1.759 0.057
H 0.078 -1.371 -0.261
*
```

Properties
SMILES   N=C=O.NN=O
Total energy   -9648.049 eV
F_max   0.082 hartree/bohr
ΔE to the lowest compared entry with this formula, charge and spin   78.00 kcal/mol